Computed, not measured: an isolated molecule of C24H32N4O4S, with ωB97M-V/def2-TZVPD.

```
65
Properties=species:S:1:pos:R:3:lowdin_charge:R:1
C -7.13475 2.11783 1.26512 -0.0513
C -5.65187 2.31190 1.21361 -0.2769
C -5.07091 3.52122 1.57981 -0.0386
C -3.70474 3.70458 1.51789 -0.0173
C -2.86485 2.67659 1.08003 -0.2099
C -1.42710 2.79738 0.98990 -0.0115
C -0.68511 3.82619 1.43371 0.0135
C 0.73920 3.90667 1.32400 -0.2223
O 1.32782 4.97993 1.88040 0.0284
N 2.66356 4.92355 1.68344 0.1060
C 2.92818 3.83361 1.01150 -0.3119
C 4.32593 3.51246 0.63662 -0.0179
C 1.72680 3.12157 0.74857 -0.1318
S 1.47890 1.62095 -0.16280 0.6885
O 0.72579 1.95638 -1.33882 -0.2640
O 0.90267 0.65081 0.73355 -0.2769
N 3.03555 1.17133 -0.58304 -0.2502
C 3.54130 0.05351 0.18625 -0.1812
C 2.86282 -1.27051 -0.21445 -0.1104
C 2.19311 -1.10830 -1.58706 -0.2359
C 1.81313 -2.47712 -2.13348 -0.4199
O 2.54284 -3.07982 -2.90161 0.0623
N 0.62979 -2.98795 -1.72789 -0.0405
C -0.29523 -2.46020 -0.75099 -0.1195
C -0.39828 -3.42546 0.43273 -0.1792
N -0.83269 -4.72958 -0.03140 -0.2328
C -1.06343 -5.64449 1.06399 -0.1032
C 0.12518 -5.25596 -0.98741 -0.1796
C 0.23195 -4.30668 -2.17803 -0.1182
C 3.17110 -0.38208 -2.51070 -0.1058
C 3.31702 1.06173 -2.00458 -0.1776
C -3.45503 1.46412 0.70480 -0.0185
C -4.81985 1.28579 0.77487 -0.0393
H -7.60830 2.88097 1.87745 0.0750
H -7.38121 1.13723 1.66741 0.0798
H -7.55264 2.17901 0.25981 0.0859
H -5.70197 4.33079 1.91816 0.1110
H -3.28798 4.65777 1.80325 0.1065
H -0.92483 1.95935 0.53242 0.0761
H -1.12712 4.68174 1.92452 0.1173
H 4.41199 3.41205 -0.44207 0.0789
H 4.96919 4.31664 0.98371 0.0867
H 4.63728 2.57569 1.09167 0.0774
H 4.62037 0.00944 0.01700 0.1325
H 3.35621 0.27314 1.23813 0.1213
H 2.11886 -1.54047 0.53379 0.0977
H 3.60754 -2.06690 -0.27281 0.1313
H 1.29947 -0.48630 -1.50102 0.1105
H -0.00058 -1.47773 -0.38895 0.0983
H -1.28169 -2.38359 -1.22382 0.1335
H -1.13353 -3.04359 1.14431 0.1241
H 0.58138 -3.48286 0.94321 0.1257
H -1.43273 -6.58831 0.66587 0.0833
H -1.82032 -5.22449 1.72476 0.0829
H -0.15417 -5.84356 1.65305 0.0880
H -0.22490 -6.23176 -1.33074 0.1223
H 1.12476 -5.38331 -0.53292 0.1320
H 0.97991 -4.65991 -2.88879 0.1208
H -0.74287 -4.23313 -2.67089 0.1313
H 4.12841 -0.90444 -2.50031 0.1238
H 2.80025 -0.38805 -3.53485 0.1277
H 4.33041 1.43766 -2.18200 0.1235
H 2.60451 1.71725 -2.50544 0.1125
H -2.82002 0.65992 0.36280 0.1126
H -5.25447 0.33979 0.48475 0.1134
```

* frontier orbital gap: 8.00 eV
* structure (SMILES): Cc1ccc(/C=C/c2onc(C)c2S(=O)(=O)N2CCC(C(=O)N3CCN(C)CC3)CC2)cc1
* HOMO level: -8.269 eV
* max |F|: 1.4 eV/A
* energy relative to the best compared isomer or geometry (same formula, charge and spin): 87.0 kcal/mol
* lowest unoccupied orbital energy: -0.265 eV

=====

Computed, not measured: a structure of composition C24H32N6OPbS2, with ωB97M-V/def2-TZVPD.

```
66
Properties=species:S:1:pos:R:3:lowdin_charge:R:1
Pb 0.23046 -0.42429 0.00730 1.2693
N 0.51432 -0.13783 2.70276 -0.0788
C 1.50900 0.81671 3.23767 -0.2514
C 2.94247 0.44338 2.85664 -0.1757
C 3.34191 0.74552 1.41045 -0.2447
N 2.81092 -0.23832 0.43558 -0.0818
H -0.40626 0.10111 3.06094 0.0811
H 0.72601 -1.06419 3.06537 0.0872
H 1.44681 0.87350 4.32743 0.1208
H 1.27938 1.80766 2.84029 0.1016
H 3.11643 -0.61620 3.07418 0.1200
H 3.60912 1.01498 3.50216 0.1238
H 4.43293 0.77288 1.35570 0.1207
H 2.96640 1.73374 1.13583 0.1032
H 3.11695 -1.16616 0.71876 0.0883
H 3.23548 -0.06278 -0.47122 0.0773
C 2.52446 0.50244 -4.95544 -0.0108
N 2.53900 1.33924 -3.76725 -0.1116
C 3.43613 2.35914 -3.51887 -0.0077
C 3.05122 2.97768 -2.39338 -0.0255
N 1.90237 2.32728 -1.93092 0.0050
C 1.60698 1.29651 -2.79290 -0.6958
S 0.38168 0.13342 -2.71043 0.6076
C 1.02930 2.93588 -0.99060 -0.2601
C 0.89708 4.32116 -1.02187 0.0306
C 0.03996 4.92952 -0.12352 -0.0075
C -0.65472 4.13867 0.77951 -0.0181
C -0.46515 2.77340 0.73052 -0.1456
N 0.36232 2.17276 -0.13124 0.0172
H 3.50440 0.52759 -5.42292 0.1034
H 1.78041 0.87230 -5.66043 0.1105
H 2.26366 -0.51691 -4.68330 0.0749
H 4.28144 2.55043 -4.15649 0.1417
H 3.49615 3.79339 -1.85304 0.1362
H 1.43508 4.90514 -1.75444 0.1252
H -0.09229 6.00259 -0.14164 0.1295
H -1.32706 4.56969 1.50763 0.1237
H -1.00102 2.11720 1.40364 0.0821
O -2.27066 -0.40492 0.08155 -0.7218
S -3.32815 0.58647 0.54922 1.0124
C -4.32503 0.96435 -0.89160 -0.3741
C -4.75717 2.27480 -1.03540 -0.0853
C -5.52658 2.61522 -2.13746 -0.0590
C -5.84554 1.64975 -3.08167 -0.0504
C -5.39119 0.34447 -2.93266 -0.0503
C -4.62372 -0.00536 -1.83411 -0.0634
C -4.49250 -0.39813 1.49362 -0.3798
C -5.23168 0.25172 2.47175 -0.0808
C -6.10620 -0.48530 3.25513 -0.0560
C -6.22490 -1.85421 3.05854 -0.0517
C -5.47140 -2.49115 2.08097 -0.0540
C -4.59283 -1.76406 1.29293 -0.0752
H -4.49350 3.01917 -0.29278 0.1069
H -5.87092 3.63324 -2.25840 0.1151
H -6.44280 1.91740 -3.94267 0.1166
H -5.63646 -0.40514 -3.67264 0.1161
H -4.25158 -1.01544 -1.71825 0.1118
H -5.11974 1.32061 2.61318 0.1116
H -6.68920 0.01267 4.01773 0.1166
H -6.90368 -2.42671 3.67590 0.1168
H -5.57026 -3.55733 1.92804 0.1151
H -3.98419 -2.24915 0.54088 0.1044
N 0.20757 -3.02836 -0.58488 -0.0422
H 1.07695 -3.54683 -0.50813 0.0463
H -0.11587 -3.12614 -1.54346 0.0429
H -0.47691 -3.49028 0.00681 0.0459
```

* frontier orbital gap: 8.31 eV
* charge: +2
* HOMO level: -13.354 eV
* max |F|: 0.8 eV/A
* energy relative to the best compared isomer or geometry (same formula, charge and spin): 3.5 kcal/mol
* lowest unoccupied orbital energy: -5.046 eV

=====

Computed, not measured: a structure of composition C24H33AgN4S, with ωB97M-V/def2-TZVPD.

```
63
Properties=species:S:1:pos:R:3:lowdin_charge:R:1
Ag -1.86704 0.80452 1.26887 0.3311
C -1.17539 2.97620 -1.85800 -0.0766
C -1.60740 1.61272 -2.40356 -0.4127
C -2.92103 1.75758 -3.16396 -0.1094
C -0.50540 0.94209 -3.19160 -0.1256
C -0.43311 1.03991 -4.57647 -0.0502
C 0.55744 0.38469 -5.29435 -0.1124
C 1.47437 -0.40404 -4.62353 -0.0726
C 1.44941 -0.53173 -3.23325 -0.1453
C 2.44906 -1.49060 -2.60137 -0.3729
C 3.59478 -0.80894 -1.84481 -0.0695
C 1.79779 -2.55847 -1.72175 -0.0690
C 0.47347 0.18231 -2.52132 -0.1638
N 0.38689 0.09187 -1.11186 0.0778
C 1.17791 0.83909 -0.43024 -0.1399
C 1.24369 0.93383 0.99655 -0.3404
C 2.34467 1.42471 1.70519 -0.0859
C 2.04291 1.24499 3.05681 -0.0790
C 0.75751 0.68011 3.10081 -0.3017
N 0.27310 0.48692 1.85852 0.0202
C -0.06135 0.37169 4.33852 -0.5618
C -0.85114 -0.92665 4.15651 -0.0712
C 0.86438 0.21584 5.54948 -0.0845
C -1.03736 1.52459 4.61473 -0.0645
H -1.96362 3.34914 -1.20193 0.0514
H -1.00245 3.68356 -2.67772 0.0704
H -0.26015 2.90302 -1.26742 0.0581
H -1.83294 0.99736 -1.52519 0.0443
H -2.87598 2.54711 -3.92402 0.0614
H -3.69426 2.00067 -2.43119 0.0242
H -3.20582 0.82251 -3.65183 0.0759
H -1.18006 1.62495 -5.09930 0.0975
H 0.59652 0.46683 -6.37507 0.0845
H 2.22551 -0.95232 -5.18399 0.0947
H 2.90442 -2.00922 -3.45293 0.1124
H 3.26266 -0.41703 -0.88465 0.0562
H 4.02188 0.01292 -2.42399 0.0767
H 4.38794 -1.53547 -1.64394 0.0698
H 1.41243 -2.12620 -0.79923 0.0494
H 2.53610 -3.32105 -1.45762 0.0730
H 0.96384 -3.04358 -2.23061 0.0847
H 1.91391 1.45858 -0.95859 0.1310
H 3.25347 1.82172 1.27294 0.0819
H 2.67275 1.49050 3.89870 0.0741
H -0.18488 -1.77136 3.97062 0.0771
H -1.54226 -0.86171 3.31543 0.0429
H -1.43461 -1.13748 5.05871 0.0769
H 1.60166 -0.57244 5.38076 0.0801
H 0.27460 -0.04500 6.43315 0.0717
H 1.39892 1.14411 5.76480 0.0665
H -1.73530 1.65172 3.78430 0.0406
H -0.49212 2.46262 4.74937 0.0790
H -1.61768 1.32236 5.52181 0.0740
S -3.96137 1.32243 0.47172 -0.7621
N -1.34233 -2.06549 0.08676 0.0390
C -2.66010 -2.42837 0.04468 -0.1458
C -2.79357 -3.42134 0.96915 -0.2004
N -1.59495 -3.64926 1.61294 0.0186
C -0.76119 -2.80313 1.05787 -0.2753
H -0.92153 -1.22838 -0.32205 0.0712
H -3.37948 -1.87828 -0.53858 0.0771
H -3.68947 -3.95070 1.24809 0.0724
H 0.27135 -2.65750 1.33813 0.1050
```

* frontier orbital gap: 4.19 eV
* charge: -2
* HOMO level: 0.412 eV
* max |F|: 0.2 eV/A
* energy relative to the best compared isomer or geometry (same formula, charge and spin): 0.0 kcal/mol
* lowest unoccupied orbital energy: 4.606 eV

=====

Which value of energy relative to the best compared isomer or geometry (same formula, charge and spin) does entry 3 give? 0.0 kcal/mol

=====

energy relative to the best compared isomer or geometry (same formula, charge and spin) of number 1 (C24H32N4O4S)? 87.0 kcal/mol

=====

Which of these has the lowest max |F|? C24H33AgN4S

=====

lowest unoccupied orbital energy of number 1 (C24H32N4O4S)? -0.265 eV